# H8LiO4

H8LiO4 as an isolated structure in a non-equilibrium geometry (wB97M-V/def2-TZVPD, OMol25).

```
13
Properties=species:S:1:pos:R:3:forces:R:3:lowdin_charge:R:1
Li -0.008846 0.023615 -0.002692 -0.337 -0.254 0.069 0.7445
O -0.586846 -0.034385 -2.064692 -0.830 -2.213 0.441 -0.0991
H -1.078846 -0.757385 -2.584692 1.182 2.112 0.901 0.1227
H -0.370846 0.728615 -2.585692 -0.155 0.199 -0.938 0.0435
O -2.112846 0.106615 0.969308 0.936 3.050 -4.658 -0.0289
H -2.403846 1.054615 0.971308 0.181 -1.378 0.096 0.0951
H -2.226846 -0.202385 1.798308 -0.697 -1.607 4.398 -0.0110
O 1.021154 -1.602385 0.489308 0.977 -1.093 -2.097 -0.1568
H 1.400154 -2.116385 -0.347692 -0.828 1.339 3.299 0.1453
H 1.513154 -1.764385 1.329308 -0.240 -0.231 -1.385 0.0849
O 1.377154 1.268615 0.751308 0.954 -1.132 -0.866 -0.1156
H 2.305154 1.097615 0.394308 -1.844 0.982 0.845 0.1115
H 1.172154 2.197615 0.882308 0.700 0.226 -0.106 0.0638
```
Positions in Å, forces in eV/Å.

The value obtained for the total energy is -313.14068 hartree. The HOMO-LUMO gap comes out at 12.6 eV. As for the net charge: +1. For the energy above the lowest of the compared OMol25 structures with the same formula, charge and spin, the calculation gives 0.842 eV. For the HOMO energy, the calculation gives -16.1 eV. The LUMO energy is -3.53 eV.

***

# H8N2Si2

H8N2Si2 as an isolated structure in a non-equilibrium geometry (wB97M-V/def2-TZVPD, OMol25).

```
12
Properties=species:S:1:pos:R:3:forces:R:3:lowdin_charge:R:1
N 1.121238 -1.549361 -0.450167 -2.624 2.882 -0.784 -0.0855
N -1.570550 -1.144397 -0.382226 0.251 0.466 -2.074 -0.1684
Si 0.292888 2.083899 0.014358 -0.186 -2.167 0.498 0.4650
Si -0.075790 -0.751694 0.421212 -1.601 2.039 -0.476 0.3159
H 1.458652 -1.209568 -1.298862 0.989 0.196 -1.134 0.0121
H 1.558153 -2.203567 0.036364 2.827 -3.588 1.794 -0.0461
H -1.439866 -0.971827 -1.405068 -0.241 -0.407 1.026 0.0268
H -2.516712 -0.851746 -0.199129 0.061 0.198 0.568 0.0063
H 1.002287 2.147159 -1.319838 -0.196 0.121 0.498 -0.1619
H 1.098825 2.811054 1.096583 -0.614 -0.244 -0.714 -0.1542
H -1.139369 2.540864 -0.189593 0.705 0.128 0.216 -0.1559
H -0.346292 -1.468670 1.674614 0.629 0.374 0.583 -0.0541
```
Positions in Å, forces in eV/Å.

The value obtained for the total energy is -693.25910 hartree. The HOMO-LUMO gap comes out at 8.9 eV. For the energy above the lowest of the compared OMol25 structures with the same formula, charge and spin, the calculation gives 1.985 eV. For the HOMO energy, the calculation gives -8.1 eV. The LUMO energy is 0.86 eV.